Entry 1:
87
Properties=species:S:1:pos:R:3:lowdin_spin:R:1 method="wB97M-V/def2-TZVPD" multiplicity=2 de_lowest_kj_mol=0.0 total_charge=-2 e_homo_ev="-0.8809 / -0.8223" orbital_gap_ha="0.1740 / 0.1718" s_squared=0.761 e_lumo_ev="3.854 / 3.854"
Ni -0.130 -2.879 1.298 0.95
C -3.281 -3.515 -2.572 0.00
N -1.955 -4.078 -2.475 0.00
C -1.134 -4.344 -3.553 0.00
C 0.021 -4.814 -3.045 0.00
N -0.076 -4.836 -1.668 0.00
B 1.031 -5.462 -0.725 0.00
N 1.853 -4.348 -0.003 0.00
C 2.960 -3.720 -0.547 0.00
C 3.494 -2.888 0.365 0.00
N 2.709 -2.970 1.499 0.00
C 2.889 -2.224 2.721 0.00
C 1.692 -3.885 1.289 -0.01
S 0.835 -4.610 2.599 0.01
C -1.300 -4.376 -1.317 0.00
S -1.961 -4.233 0.260 0.01
H -3.249 -2.612 -3.183 0.00
H -3.610 -3.252 -1.571 0.00
H -3.976 -4.241 -3.001 0.00
H -1.437 -4.133 -4.564 0.00
H 0.931 -5.110 -3.537 0.00
H 1.800 -6.059 -1.468 0.00
H 0.501 -6.170 0.088 0.00
H 3.256 -3.895 -1.568 0.00
H 4.338 -2.223 0.301 0.00
H 3.325 -1.253 2.480 0.00
H 3.536 -2.761 3.422 0.00
H 1.916 -2.076 3.189 0.00
Cl -1.042 -1.648 3.070 0.02
Te -2.173 -0.917 0.127 0.00
C -4.299 1.040 -1.086 0.00
C -5.538 0.840 -0.560 0.00
C -6.405 0.079 -1.399 0.00
C -5.822 -0.218 -2.590 0.00
S -4.234 0.396 -2.687 0.00
H -5.809 1.208 0.423 0.00
H -7.406 -0.227 -1.126 0.00
H -6.224 -0.804 -3.402 0.00
C 1.894 6.982 3.977 0.00
C 1.670 5.600 3.417 0.00
C 0.897 4.665 4.092 0.00
C 0.651 3.396 3.570 0.00
C -0.188 2.445 4.395 0.00
C 1.182 3.038 2.315 0.00
Te 0.733 1.067 1.499 0.00
N -0.105 -1.135 -0.118 0.00
C 0.111 -1.282 -1.475 0.01
O -0.704 -1.466 -2.372 0.01
C 1.549 -1.180 -2.007 0.00
C 1.821 -1.799 -3.222 0.00
C 3.071 -1.695 -3.819 0.00
C 4.067 -0.928 -3.227 0.00
C 3.797 -0.289 -2.027 0.00
C 2.551 -0.425 -1.420 0.00
C -0.755 1.812 0.171 0.00
C -0.386 2.537 -0.885 0.00
C -1.374 3.031 -1.849 0.00
C -2.670 2.797 -1.704 0.00
C -3.243 1.996 -0.554 0.00
C -2.152 1.342 0.393 0.00
C -2.615 1.554 1.835 0.00
C 2.016 3.959 1.657 0.00
C 2.736 3.656 0.359 0.00
C 2.238 5.219 2.212 0.00
H 1.452 7.078 4.969 0.00
H 1.443 7.740 3.332 0.00
H 2.959 7.211 4.054 0.00
H 0.469 4.929 5.056 0.00
H -0.261 2.801 5.425 0.00
H 0.222 1.437 4.398 0.00
H -1.196 2.362 3.988 0.00
H 1.029 -2.368 -3.690 0.00
H 3.266 -2.211 -4.753 0.00
H 5.036 -0.821 -3.702 0.00
H 4.558 0.323 -1.555 0.00
H 2.353 0.071 -0.484 0.00
H 0.652 2.797 -1.036 0.00
H -1.021 3.607 -2.698 0.00
H -3.387 3.188 -2.419 0.00
H -3.812 2.690 0.078 0.00
H -3.637 1.182 1.955 0.00
H -2.599 2.627 2.089 0.00
H -1.992 0.995 2.531 0.00
H 2.622 2.611 0.078 0.00
H 3.801 3.877 0.462 0.00
H 2.348 4.275 -0.454 0.00
H 2.876 5.921 1.679 0.00


Entry 2:
10
Properties=species:S:1:pos:R:3:lowdin_charge:R:1 method="wB97M-V/def2-TZVPD" de_lowest_kj_mol=0.0 e_homo_ev=-8.7909 orbital_gap_ha=0.3151 e_lumo_ev=-0.217
N -0.960 -0.268 -1.763 -0.48
N -0.661 0.407 1.597 -0.38
O 2.851 -0.618 -0.138 -0.64
S 0.594 -0.497 -2.221 0.54
S 0.791 1.104 0.845 0.52
S 1.434 -0.766 -0.072 0.42
H -1.109 0.577 -1.196 0.00
H -1.358 -1.066 -1.286 0.02
H -0.291 -0.030 2.410 -0.01
H -1.291 1.157 1.824 0.01


Entry 3:
18
Properties=species:S:1:pos:R:3:lowdin_charge:R:1 method="wB97M-V/def2-TZVPD" de_lowest_kj_mol=491.5 smiles="C=[N+](C)[O-].C=CC" e_homo_ev=-8.9142 orbital_gap_ha=0.3601 e_lumo_ev=0.884
C 2.087 -0.100 -0.866 0.06
N 2.057 -0.676 0.284 -0.46
C 2.965 -0.253 1.306 -0.03
O 1.334 -1.577 0.664 -0.05
H 2.837 0.708 -0.976 0.09
H 1.407 -0.502 -1.577 0.08
H 2.578 0.717 1.867 0.14
H 3.153 -1.042 1.977 0.08
H 3.802 0.275 0.745 0.10
C -2.096 1.202 -1.129 -0.03
C -1.987 0.324 -0.134 -0.24
C -2.128 -1.195 -0.105 -0.08
H -2.123 0.887 -2.173 0.06
H -1.996 2.169 -0.712 0.03
H -1.994 0.766 0.932 0.11
H -1.147 -1.613 -0.065 0.05
H -2.561 -1.427 -0.993 0.04
H -2.706 -1.395 0.734 0.05


Entry 4:
14
Properties=species:S:1:pos:R:3:lowdin_charge:R:1 method="wB97M-V/def2-TZVPD" de_lowest_kj_mol=205.4 smiles="C=NSC.C" e_homo_ev=-8.4873 orbital_gap_ha=0.3484 e_lumo_ev=0.994
C -1.349 1.927 0.879 -0.17
N -1.374 0.693 0.994 -0.48
S -0.618 -0.239 2.086 0.79
C -0.724 -1.810 1.138 -0.39
H -1.969 2.279 0.107 0.04
H -0.768 2.590 1.632 0.10
H -1.177 -2.656 1.682 0.02
H 0.388 -2.087 1.012 0.05
H -1.515 -1.643 0.421 0.02
C 1.899 0.201 -1.964 -0.04
H 2.251 1.163 -1.672 0.01
H 1.275 -0.318 -1.195 0.02
H 2.571 -0.484 -2.457 0.01
H 1.110 0.386 -2.665 0.00


Copy entry 3 word for word.
18
Properties=species:S:1:pos:R:3:lowdin_charge:R:1 method="wB97M-V/def2-TZVPD" de_lowest_kj_mol=491.5 smiles="C=[N+](C)[O-].C=CC" e_homo_ev=-8.9142 orbital_gap_ha=0.3601 e_lumo_ev=0.884
C 2.087 -0.100 -0.866 0.06
N 2.057 -0.676 0.284 -0.46
C 2.965 -0.253 1.306 -0.03
O 1.334 -1.577 0.664 -0.05
H 2.837 0.708 -0.976 0.09
H 1.407 -0.502 -1.577 0.08
H 2.578 0.717 1.867 0.14
H 3.153 -1.042 1.977 0.08
H 3.802 0.275 0.745 0.10
C -2.096 1.202 -1.129 -0.03
C -1.987 0.324 -0.134 -0.24
C -2.128 -1.195 -0.105 -0.08
H -2.123 0.887 -2.173 0.06
H -1.996 2.169 -0.712 0.03
H -1.994 0.766 0.932 0.11
H -1.147 -1.613 -0.065 0.05
H -2.561 -1.427 -0.993 0.04
H -2.706 -1.395 0.734 0.05